Entry 1:
170
Properties=species:S:1:pos:R:3:forces:R:3 method="wB97M-V/def2-TZVPD" charge=+1 spin_multiplicity=2 e_lumo_ha="-0.0727 / -0.2341" e_homo_ev="-9.76 / -9.76"
C -4.743 1.398 -2.117 -0.61 -1.15 0.93
C -3.917 2.028 -0.943 -0.32 2.98 -1.26
C -4.772 3.299 -0.552 -1.55 0.18 1.02
C -6.029 2.965 0.306 1.38 -1.05 1.17
C -5.540 2.346 1.657 0.23 -0.09 -1.71
C -4.648 1.036 1.405 -0.68 1.10 2.06
N -3.693 1.231 0.240 -0.63 -1.35 0.07
O -2.837 0.159 -0.018 -1.02 1.81 0.44
C -3.826 0.665 2.716 0.76 0.36 -0.55
C -5.571 -0.141 1.043 0.80 -1.02 -0.31
C -2.526 2.546 -1.398 0.04 1.30 0.06
H -5.753 1.178 -1.770 -0.07 0.06 0.27
H -4.407 0.431 -2.491 0.57 0.27 -0.22
H -4.926 2.134 -2.900 0.74 -0.04 0.02
H -4.197 4.046 -0.006 0.34 -0.29 0.25
H -5.210 3.895 -1.353 0.73 -0.58 -0.90
H -6.695 2.215 -0.122 0.06 0.13 -0.52
H -6.663 3.816 0.556 0.31 0.24 -0.30
H -6.479 2.108 2.156 0.51 -0.53 0.59
H -5.004 3.118 2.208 0.16 -0.27 0.17
H -3.290 -0.281 2.642 -0.39 -0.20 -0.24
H -3.028 1.367 2.959 0.04 0.47 -0.57
H -4.361 0.662 3.665 -0.86 -0.18 -0.52
H -6.017 -0.115 0.049 -0.12 0.31 0.10
H -4.944 -1.031 1.092 0.04 -0.36 -0.18
H -6.327 -0.382 1.790 0.01 0.66 0.10
H -1.673 1.869 -1.444 -0.42 -0.18 0.00
H -2.292 3.404 -0.768 0.44 -0.42 0.80
H -2.596 3.148 -2.304 -0.39 -0.77 -0.65
H -3.529 -0.492 -0.155 0.04 -1.54 0.00
C 4.882 5.657 -4.226 0.75 0.27 -0.08
C 4.132 4.929 -3.124 0.46 0.43 0.38
C 4.037 5.987 -1.996 0.23 0.73 1.70
C 2.908 5.846 -0.958 -1.57 -0.22 -1.45
C 1.533 5.618 -1.744 1.73 -0.15 0.63
C 1.624 4.426 -2.680 -0.62 -2.02 -1.88
N 2.785 4.561 -3.609 0.33 1.32 0.29
O 2.917 3.527 -4.608 -0.59 0.16 1.16
C 1.669 3.060 -1.905 -0.22 0.86 -0.56
C 0.361 4.430 -3.649 1.10 -0.42 -0.21
C 4.958 3.747 -2.638 -1.12 -1.74 0.80
H 5.230 5.053 -5.064 -0.55 -0.16 -0.22
H 5.830 5.993 -3.805 0.08 0.15 0.20
H 4.345 6.560 -4.514 -0.08 -0.21 -0.39
H 4.912 6.037 -1.348 0.72 -1.17 -0.18
H 4.216 7.011 -2.326 -1.24 0.19 -0.80
H 2.788 6.698 -0.290 0.33 0.40 -0.42
H 3.138 5.050 -0.249 -0.25 -0.40 -0.31
H 1.313 6.487 -2.363 0.06 0.24 0.12
H 0.700 5.442 -1.063 -0.08 -0.06 0.01
H 2.547 3.057 -1.258 -0.34 -0.20 0.29
H 0.730 2.918 -1.370 0.12 0.12 0.48
H 1.732 2.212 -2.586 0.29 0.24 -0.24
H 0.318 3.518 -4.244 -0.11 -0.53 0.61
H -0.594 4.610 -3.156 0.10 0.06 0.10
H 0.520 5.094 -4.498 -0.04 0.86 0.53
H 4.489 3.370 -1.729 0.40 0.57 0.87
H 6.032 3.858 -2.488 -0.19 0.37 -0.12
H 4.750 2.813 -3.159 0.45 0.31 -1.15
H 3.218 4.041 -5.361 -0.11 0.02 -0.29
C -5.244 -7.587 -2.021 0.44 -1.71 0.29
C -4.292 -6.482 -2.433 -3.56 2.02 -2.05
C -5.157 -5.161 -2.041 2.39 0.23 -0.74
C -4.313 -3.884 -2.002 2.36 -0.04 1.58
C -3.024 -4.163 -1.119 -2.97 -0.37 -1.00
C -2.208 -5.353 -1.631 0.36 -0.41 1.06
N -3.063 -6.559 -1.729 -1.53 2.93 1.82
O -2.360 -7.676 -1.982 1.27 -1.76 -1.21
C -1.409 -5.020 -2.880 0.55 1.33 0.28
C -1.293 -5.655 -0.456 1.62 -0.14 0.94
C -4.138 -6.451 -4.002 0.79 -0.98 0.37
H -5.267 -7.709 -0.938 0.12 0.22 0.19
H -4.877 -8.541 -2.399 0.09 -0.18 -0.07
H -6.288 -7.558 -2.332 0.16 0.71 -0.38
H -5.817 -4.912 -2.872 -0.91 -1.06 0.46
H -5.542 -5.413 -1.053 -0.64 0.55 -0.19
H -4.724 -3.028 -1.466 -0.96 -0.07 -0.05
H -3.975 -3.456 -2.946 -0.32 -0.47 -0.46
H -3.493 -4.497 -0.194 0.31 -0.02 0.40
H -2.594 -3.183 -0.906 1.07 -0.39 -0.24
H -0.624 -4.361 -2.509 0.40 0.05 -0.09
H -0.896 -5.810 -3.430 -0.49 -0.23 0.18
H -1.956 -4.342 -3.535 -0.22 -0.49 -0.37
H -0.593 -4.846 -0.251 0.55 0.08 -0.78
H -1.675 -5.699 0.564 -1.32 -0.32 -0.24
H -0.749 -6.593 -0.568 0.33 0.22 -0.26
H -3.939 -5.459 -4.406 0.54 -0.11 0.17
H -4.867 -6.884 -4.686 -0.97 0.07 0.77
H -3.345 -7.186 -4.144 0.73 0.53 -0.49
H -2.254 -8.143 -1.150 -0.16 -0.06 0.17
C 6.369 1.364 1.367 0.09 1.21 0.93
C 5.672 2.513 2.150 -0.49 -1.17 0.04
O 5.877 2.595 3.350 -0.30 0.47 -1.33
C 4.518 3.342 1.470 1.47 0.12 1.52
H 5.651 0.544 1.343 0.00 -0.06 -0.43
H 7.211 1.053 1.986 -0.06 -0.10 -0.06
H 6.761 1.667 0.396 -0.41 -0.16 -0.15
H 4.373 4.117 2.222 -0.46 0.14 -0.13
H 3.612 2.739 1.409 0.08 -0.03 -0.24
H 4.783 3.843 0.539 0.06 -0.48 -0.14
C 1.690 1.451 4.570 -1.57 -1.29 -0.44
C 0.888 0.120 4.885 -0.68 -0.37 -0.87
O -0.351 0.029 4.837 2.77 0.55 0.10
C 1.770 -1.112 5.196 -0.66 0.42 0.60
H 1.923 1.936 5.517 0.24 0.10 -0.23
H 1.071 2.068 3.919 -0.35 0.29 0.48
H 2.549 1.259 3.927 0.42 -0.31 0.63
H 1.166 -1.974 5.479 -0.17 0.12 -0.17
H 2.393 -0.880 6.060 0.12 0.18 0.08
H 2.465 -1.419 4.413 -0.19 0.38 -0.35
C 0.644 0.522 0.826 -2.08 -0.30 0.94
C 0.842 -0.868 1.409 0.91 -0.53 0.26
O 1.879 -1.458 1.234 0.89 0.06 -0.11
C -0.282 -1.694 2.017 -0.79 0.32 -0.35
H -0.347 0.770 1.207 -0.26 0.58 -0.14
H 0.501 0.445 -0.252 0.53 0.08 0.01
H 1.271 1.349 1.159 0.50 -0.47 -0.19
H -1.151 -1.173 2.419 0.14 0.30 -0.19
H -0.020 -2.466 2.740 0.77 0.34 -0.08
H -0.574 -2.242 1.122 -0.53 -0.26 -0.09
C 3.956 -1.522 -1.270 2.33 -0.02 -0.76
C 4.342 -1.459 -2.768 0.85 -1.27 1.43
O 5.763 -1.238 -2.818 -0.92 -0.13 1.57
C 6.240 -1.645 -1.599 3.82 -2.12 0.18
O 7.442 -1.833 -1.372 -3.79 1.20 -0.55
O 5.262 -2.079 -0.763 -1.51 1.04 -0.40
F 3.751 -0.444 -3.341 -1.15 1.68 -1.34
H 3.049 -2.085 -1.051 0.63 -0.45 0.23
H 3.863 -0.516 -0.861 -0.08 0.03 -0.04
H 4.150 -2.398 -3.288 -0.21 0.09 -0.23
C -1.826 -4.781 3.994 -0.57 1.08 -0.48
C -1.983 -4.718 5.484 -0.26 -1.24 -0.25
O -2.951 -3.670 5.710 0.24 0.48 0.17
C -3.586 -3.357 4.559 -1.89 -0.89 -2.46
O -4.601 -2.703 4.306 3.33 -1.25 1.70
O -3.026 -4.142 3.554 -0.36 1.45 0.03
F -0.753 -4.461 6.002 -0.78 0.36 0.56
H -1.794 -5.700 3.409 0.29 -0.24 0.80
H -0.930 -4.176 3.858 0.02 0.10 -0.83
H -2.383 -5.653 5.878 0.09 0.26 0.68
C -0.146 0.772 -4.478 -1.16 1.41 -1.39
C 0.423 -0.032 -3.378 3.78 0.99 -1.73
O 0.422 -1.279 -3.869 0.35 -2.61 -1.16
C -0.416 -1.367 -4.923 -2.72 -2.85 -1.43
O -0.772 -2.413 -5.430 1.16 2.25 0.92
O -0.958 -0.153 -5.222 1.14 -1.03 0.65
F -0.317 0.017 -2.341 -3.48 0.25 4.29
H 0.567 1.147 -5.213 0.19 0.52 0.55
H -0.858 1.493 -4.077 0.49 0.45 -0.19
H 1.435 0.160 -3.024 0.20 0.49 -0.55
C 5.095 -4.645 5.475 -1.43 0.02 -0.29
C 4.226 -3.943 6.524 0.68 -0.19 -2.23
O 2.954 -4.115 5.873 -1.14 1.76 4.75
C 2.986 -4.277 4.595 -1.09 -1.28 -3.97
O 2.023 -4.278 3.823 2.33 0.31 2.22
O 4.235 -4.597 4.237 1.86 0.31 0.78
F 4.638 -2.620 6.589 -0.98 -0.40 -0.11
H 5.167 -5.697 5.749 0.50 0.08 -0.24
H 6.026 -4.081 5.412 -0.03 -0.45 -0.70
H 4.316 -4.322 7.542 -0.82 -0.19 -0.24
C 0.419 7.240 1.221 -2.10 0.80 0.00
C 1.567 7.187 2.191 -0.06 0.80 -4.00
O 1.903 5.880 1.974 2.57 -1.59 1.91
C 0.845 5.140 1.733 -0.64 -2.58 -2.47
O 0.905 3.943 1.508 -0.61 1.86 1.11
O -0.193 5.960 1.460 0.06 -0.88 0.12
F 1.098 7.410 3.379 -0.03 0.50 2.72
H 0.651 7.270 0.156 0.34 0.38 0.20
H -0.357 7.952 1.505 0.32 0.31 -0.23
H 2.427 7.764 1.852 0.03 0.39 0.79

Entry 2:
15
Properties=species:S:1:pos:R:3:forces:R:3 method="wB97M-V/def2-TZVPD" relative_energy_kj_mol=582.98 spin_multiplicity=1 e_lumo_ha=0.0125 smiles="CC(C=O)=C(N)N" e_homo_ev=-8.61
C -0.441 -1.588 0.795 -1.49 0.35 1.50
C -0.285 -0.526 -0.205 -6.29 -2.19 -1.36
C -1.417 -0.121 -0.943 -2.85 -1.28 -4.85
C 0.426 0.514 -0.099 7.08 5.08 1.77
H 0.612 -1.671 1.129 -0.81 -2.77 -0.18
H -1.084 -2.345 0.251 1.40 -0.01 1.17
H -0.963 -1.315 1.846 0.90 -0.20 -2.56
H -1.158 0.782 -1.740 -1.22 -1.83 1.97
H 1.365 -0.804 1.267 1.03 5.51 -0.55
H 2.144 1.303 1.005 -3.08 -4.48 0.34
H 1.047 2.413 -0.470 1.09 1.72 1.61
H 0.316 2.038 -1.873 0.28 -2.04 2.48
N 1.251 0.406 1.042 3.24 1.92 -0.22
N 0.686 1.654 -0.932 -1.31 -1.38 -1.97
O -2.498 -0.740 -1.074 2.04 1.61 0.84

Entry 3:
16
Properties=species:S:1:pos:R:3:forces:R:3 method="wB97M-V/def2-TZVPD" relative_energy_kj_mol=388.88 spin_multiplicity=1 e_lumo_ha=0.0320 e_homo_ev=-8.37
C -1.945 -0.148 0.618 -0.22 -0.04 0.06
O -0.567 0.176 0.521 0.01 -0.03 -0.01
C -0.241 0.798 -0.719 0.03 0.12 -0.19
C 1.136 1.416 -0.603 0.03 0.01 0.02
C 1.181 -2.401 -0.981 -0.14 0.24 0.29
O 0.174 -2.363 -0.150 0.18 -0.07 -0.10
H -2.566 0.754 0.529 0.12 -0.13 0.01
H -2.241 -0.868 -0.159 0.04 0.13 0.12
H -2.095 -0.594 1.604 -0.03 0.04 -0.15
H -0.995 1.564 -0.950 0.10 -0.11 0.05
H 1.118 2.286 0.059 0.00 -0.10 -0.08
H 1.496 1.724 -1.588 -0.05 0.01 0.11
H 1.846 0.691 -0.195 -0.07 0.09 -0.06
H -0.276 0.045 -1.523 -0.02 0.12 0.10
H 1.677 -1.387 -0.910 -0.06 -0.23 -0.06
H 0.046 -1.494 0.308 0.09 -0.03 -0.11

Entry 4:
43
Properties=species:S:1:pos:R:3:forces:R:3 method="wB97M-V/def2-TZVPD" charge=-1 spin_multiplicity=1 e_lumo_ha=0.1107 smiles="CCOP(=S)(OCC)OC1=C[C@@H](C(C)C)N([O-])C(C)=C1" e_homo_ev=-2.36
O 3.782 -0.350 -0.055 0.27 -0.58 -0.48
S -4.326 0.859 -1.076 0.33 0.09 0.56
O -1.477 0.757 -0.804 -2.32 -1.37 -0.16
O -2.769 -1.183 -2.160 0.41 -0.14 4.11
O -2.867 -1.157 0.561 1.45 0.93 -2.96
C 0.186 -0.919 -0.136 -1.33 -1.39 0.18
C -0.252 0.411 -0.367 3.68 -0.61 0.26
C 1.539 -1.239 -0.011 1.72 5.11 -1.45
C 0.659 1.390 -0.387 0.97 3.07 -0.26
N 2.483 -0.156 -0.223 -1.70 -2.50 1.46
C 2.049 -2.604 -0.098 0.79 -0.41 0.35
C -2.288 -1.519 -4.333 1.04 0.64 -1.51
C -2.042 -1.134 2.774 1.80 0.20 0.23
C 1.827 1.149 2.471 0.86 -0.82 -0.68
C 2.669 3.261 1.331 -0.71 -0.06 -0.94
C -2.022 -0.600 -3.167 0.31 -0.19 -2.27
C -2.675 -0.320 1.702 1.44 1.46 0.42
C 2.126 1.282 -0.048 -1.03 -3.12 0.86
C 2.639 1.748 1.309 1.29 -0.02 1.48
P -2.724 -0.243 -0.808 -3.81 0.83 -0.44
H -0.513 -1.758 -0.254 0.23 0.33 0.19
H 0.449 2.419 -0.768 -0.59 -1.03 0.36
H 1.247 -3.284 0.160 -0.21 -0.33 -0.40
H 2.461 -2.734 -1.106 -0.20 -0.34 0.13
H 2.875 -2.823 0.588 0.01 0.37 -0.02
H -1.897 -2.554 -4.319 -0.21 0.63 0.40
H -1.942 -1.017 -5.252 0.30 -0.33 0.17
H -3.346 -1.481 -4.458 -0.98 -0.57 0.00
H -2.013 -0.442 3.678 0.48 -1.19 -0.90
H -2.695 -1.973 2.971 -0.10 -0.28 0.28
H -1.038 -1.539 2.384 -1.24 0.82 1.08
H 1.792 0.023 2.478 0.25 1.10 -0.09
H 2.209 1.526 3.408 0.12 -0.05 0.45
H 0.826 1.496 2.347 -1.00 0.23 0.06
H 2.429 3.795 2.226 0.78 0.04 1.13
H 1.796 3.488 0.790 -1.25 1.02 -1.26
H 3.526 3.628 0.755 -0.12 0.24 0.45
H -2.383 0.405 -3.484 0.06 -0.41 0.65
H -1.009 -0.542 -2.835 0.97 0.12 -0.23
H -2.108 0.693 1.516 -0.97 -2.09 0.04
H -3.628 -0.104 2.073 -1.70 0.91 0.17
H 2.712 1.789 -0.753 0.85 0.81 -1.38
H 3.734 1.557 1.377 -0.92 -1.12 -0.04